The following is a quantum chemistry calculation of a 5-piece molecular cluster, C22H54N3O5 overall, from OMol25.

Summary:
Total charge: +1
HOMO, eV: -11.21
LUMO energy, eV: -4.78
Kohn-Sham gap, Ha: 0.23648

Last column: Löwdin charge in e.
Cartesian coordinates (Å):
C (4.41301, 2.41927, -1.25077)  -0.11
O (3.67641, 1.40780, -0.47529)  -0.24
C (2.53634, 0.86095, -1.23674)  -0.17
C (1.15379, 1.63469, -0.79855)  -0.26
C (0.97262, 3.12617, -1.51792)  -0.10
C (-0.33919, 3.79861, -0.73018)  -0.17
N (-1.54890, 3.02729, -1.19134)  0.09
C (-1.30713, 1.55274, -1.36896)  -0.18
N (-2.40467, 0.80547, -1.81891)  0.11
N (-0.02990, 0.78084, -1.17377)  0.10
H (5.57102, 2.23804, -1.03043)  0.12
H (4.14747, 3.49293, -0.86763)  0.09
H (4.27911, 2.34958, -2.41116)  0.11
H (2.40472, -0.27803, -0.91013)  0.14
H (2.71707, 0.82650, -2.40528)  0.15
H (1.17382, 1.82717, 0.36263)  0.17
H (0.70382, 3.01610, -2.65201)  0.13
H (1.95244, 3.77391, -1.39683)  0.12
H (-0.09222, 3.67658, 0.42108)  0.14
H (-0.40211, 4.96996, -0.91705)  0.15
H (-2.40491, 3.23190, -0.59926)  0.15
H (-2.72308, 0.87839, -2.83064)  0.15
H (-2.85417, 0.11840, -1.17095)  0.12
H (0.18259, 0.36022, -2.12629)  0.16
C (5.72263, -2.76371, -0.06081)  -0.07
C (5.15268, -2.05260, -1.27700)  -0.28
O (6.05537, -2.00609, -2.37924)  -0.16
C (6.46210, -3.25872, -2.92182)  -0.27
C (5.31181, -4.07901, -3.47891)  -0.08
H (6.69515, -2.34271, 0.21350)  0.09
H (5.04208, -2.66906, 0.79048)  0.07
H (5.87069, -3.82989, -0.25377)  0.07
H (4.94060, -1.01372, -1.00619)  0.10
H (4.20011, -2.49593, -1.58308)  0.10
H (7.03124, -3.82853, -2.17988)  0.11
H (7.15703, -3.03240, -3.73776)  0.12
H (4.63415, -4.40718, -2.68499)  0.06
H (5.68872, -4.97152, -3.98703)  0.08
H (4.72307, -3.48805, -4.18753)  0.08
C (2.93083, -5.30622, 5.01895)  -0.08
C (3.58433, -4.21143, 4.19193)  -0.28
O (4.16189, -4.68779, 2.97889)  -0.17
C (3.27124, -5.28635, 2.04221)  -0.28
C (2.19576, -4.33927, 1.53946)  -0.08
H (3.62747, -6.13408, 5.18516)  0.09
H (2.60979, -4.91259, 5.98786)  0.08
H (2.05041, -5.71588, 4.51600)  0.07
H (4.40199, -3.77538, 4.77407)  0.12
H (2.88052, -3.39921, 3.98559)  0.10
H (2.83141, -6.19671, 2.46279)  0.11
H (3.88340, -5.60322, 1.19089)  0.12
H (1.50131, -4.06330, 2.33871)  0.07
H (1.61553, -4.80865, 0.73955)  0.08
H (2.64152, -3.41443, 1.16007)  0.06
C (-4.82432, 5.22813, -3.61732)  -0.07
C (-4.72092, 4.28338, -2.43142)  -0.29
O (-4.41728, 4.94539, -1.20606)  -0.19
C (-5.36581, 5.90480, -0.74919)  -0.27
C (-6.73638, 5.31421, -0.46791)  -0.08
H (-3.93017, 5.85520, -3.69201)  0.09
H (-4.93999, 4.66285, -4.54677)  0.08
H (-5.68501, 5.89609, -3.52274)  0.07
H (-3.90212, 3.58097, -2.61523)  0.09
H (-5.62939, 3.68260, -2.32495)  0.11
H (-5.43225, 6.74032, -1.45387)  0.11
H (-4.96523, 6.31743, 0.18310)  0.12
H (-7.21821, 4.96777, -1.38717)  0.07
H (-7.38935, 6.06291, -0.00974)  0.08
H (-6.65615, 4.45345, 0.20339)  0.08
C (-3.09607, 0.49528, 2.43738)  -0.08
C (-3.57190, -0.77051, 1.74385)  -0.29
O (-4.05347, -1.76289, 2.64675)  -0.16
C (-5.18208, -1.40761, 3.43978)  -0.27
C (-6.41994, -1.08597, 2.62087)  -0.08
H (-2.37081, 0.25765, 3.22212)  0.09
H (-2.62962, 1.17322, 1.71653)  0.05
H (-3.92575, 1.02862, 2.90972)  0.07
H (-2.72488, -1.21793, 1.21473)  0.11
H (-4.32895, -0.54492, 0.98650)  0.10
H (-4.92917, -0.58322, 4.11469)  0.11
H (-5.39904, -2.27269, 4.07575)  0.12
H (-6.28385, -0.17310, 2.03319)  0.06
H (-7.28392, -0.93679, 3.27519)  0.08
H (-6.64073, -1.89646, 1.91920)  0.09



The following is a quantum chemistry calculation of C22H55BFO16P3Tl as an isolated structure, from OMol25.

Summary:
Total charge: +1
HOMO, eV: -11.75
LUMO energy, eV: -7.68
Kohn-Sham gap, Ha: 0.14988

Last column: Löwdin charge in e.
Cartesian coordinates (Å):
Tl (1.09734, -0.67955, -0.63729)  1.33
C (2.33657, 3.09033, -1.71155)  -0.19
O (2.45989, 1.74392, -1.48848)  -0.18
H (2.30910, 3.58948, -0.73699)  0.09
H (3.07456, 3.54236, -2.38139)  0.11
H (1.34277, 3.34727, -2.11622)  0.09
B (0.82584, -3.44334, -1.46627)  -0.36
H (1.18189, -2.79676, -2.35621)  -0.03
H (-0.14979, -3.01725, -1.03593)  -0.08
H (0.69031, -4.50270, -1.90043)  0.05
H (1.61654, -3.56467, -0.63702)  -0.03
C (-2.67991, 4.41892, -0.36341)  -0.04
C (-1.74944, 4.63516, 0.79813)  -0.26
O (-0.63832, 3.77099, 0.42044)  0.12
C (-1.19822, 2.73123, -0.27790)  -0.55
O (-0.69109, 1.67185, -0.48423)  0.08
O (-2.47031, 3.02047, -0.54580)  0.07
F (-2.32489, 4.19012, 1.94264)  0.08
H (-2.25361, 4.92977, -1.22950)  0.14
H (-3.73653, 4.63229, -0.24215)  0.15
H (-1.46635, 5.67330, 0.95546)  0.17
C (-3.11933, -2.17052, 4.84836)  -0.06
C (-2.24125, -2.99737, 3.94273)  -0.25
O (-1.64561, -2.24650, 2.87790)  -0.19
P (-2.41081, -1.51328, 1.64055)  0.46
O (-1.48311, -0.96988, 0.63514)  -0.27
O (-3.34969, -2.67500, 1.07617)  -0.18
C (-2.78398, -3.82372, 0.41647)  -0.25
C (-3.37752, -5.15956, 0.91001)  -0.05
O (-3.44488, -0.50852, 2.33137)  -0.18
C (-3.12955, 0.87218, 2.44364)  -0.26
C (-4.00270, 1.58707, 3.49504)  -0.04
H (-4.14973, -2.09065, 4.51038)  0.08
H (-3.10350, -2.62702, 5.83948)  0.08
H (-2.61870, -1.21016, 4.97406)  0.08
H (-1.38863, -3.37908, 4.50711)  0.12
H (-2.66341, -3.89415, 3.48364)  0.10
H (-2.88545, -3.79276, -0.66755)  0.11
H (-1.72647, -3.84138, 0.67773)  0.10
H (-2.75530, -5.37172, 1.78324)  0.06
H (-4.39711, -5.06464, 1.27985)  0.08
H (-3.23643, -6.00373, 0.24051)  0.08
H (-2.09699, 0.97013, 2.80033)  0.12
H (-3.05486, 1.33738, 1.45871)  0.10
H (-3.71896, 2.63896, 3.45764)  0.06
H (-5.06612, 1.52944, 3.26499)  0.08
H (-3.82842, 1.21695, 4.50306)  0.07
C (6.07695, 2.70059, -0.96429)  -0.05
C (5.82835, 1.26716, -0.57927)  -0.27
O (5.57146, 1.18996, 0.82822)  -0.17
P (4.90327, -0.11169, 1.43381)  0.43
O (3.66175, -0.65260, 0.83309)  -0.30
O (6.07229, -1.21132, 1.47813)  -0.18
C (7.42975, -0.83952, 1.82545)  -0.24
C (8.06018, -1.81204, 2.79573)  -0.07
O (4.72599, 0.23917, 2.98125)  -0.18
C (4.32858, -0.73793, 3.93298)  -0.25
C (4.28068, -0.03309, 5.32184)  -0.06
H (6.05436, 2.85515, -2.04303)  0.09
H (5.20493, 3.26989, -0.63814)  0.07
H (7.04247, 2.95058, -0.53092)  0.09
H (5.07064, 0.78970, -1.20650)  0.11
H (6.71078, 0.64182, -0.74677)  0.12
H (7.99126, -0.89365, 0.89075)  0.12
H (7.41283, 0.20808, 2.12306)  0.12
H (9.14927, -1.72842, 2.75694)  0.08
H (7.81218, -1.67422, 3.85004)  0.07
H (7.93526, -2.88491, 2.64175)  0.09
H (3.34032, -1.14854, 3.73092)  0.12
H (5.07878, -1.52579, 3.99933)  0.11
H (3.62326, -0.54412, 6.02279)  0.07
H (5.26672, 0.04736, 5.78021)  0.07
H (3.95789, 1.00091, 5.19778)  0.07
C (-0.78972, 3.61582, -4.42754)  -0.05
C (-0.58012, 2.15964, -4.10501)  -0.24
O (-1.81392, 1.66600, -3.50885)  -0.20
P (-2.08835, 0.08354, -3.25386)  0.46
O (-1.05223, -0.64049, -2.49050)  -0.29
O (-3.54936, 0.08820, -2.62718)  -0.19
C (-4.14800, -1.19104, -2.27124)  -0.22
C (-5.19778, -0.93152, -1.20497)  -0.05
O (-2.31913, -0.47292, -4.74246)  -0.19
C (-3.32027, 0.09250, -5.57957)  -0.26
C (-3.35959, -0.80924, -6.81937)  -0.05
H (-1.39121, 3.72977, -5.32671)  0.08
H (-1.13393, 4.18276, -3.56546)  0.07
H (0.20168, 3.99286, -4.69576)  0.08
H (-0.34477, 1.54749, -4.97764)  0.13
H (0.21237, 1.95178, -3.38338)  0.09
H (-4.55532, -1.59634, -3.19783)  0.12
H (-3.32581, -1.81320, -1.91370)  0.10
H (-5.95108, -0.23652, -1.56804)  0.08
H (-5.61573, -1.90605, -0.93660)  0.09
H (-4.82005, -0.64237, -0.22383)  0.06
H (-4.27676, 0.08513, -5.05074)  0.11
H (-3.08149, 1.14040, -5.77186)  0.12
H (-4.32939, -0.75444, -7.31626)  0.08
H (-2.49481, -0.63585, -7.45508)  0.08
H (-3.36327, -1.86409, -6.53816)  0.08



The following is a quantum chemistry calculation of a 6-piece molecular cluster, C22H55ClO18P2S5 overall, from OMol25.

Summary:
Total charge: 0
HOMO, eV: -7.41
SMILES: C=CCP(CP(=O)(O)O)[C@H](Cl)CC.CCOS(C)(=O)=O.CCOS(C)(=O)=O.CCOS(C)(=O)=O.CCOS(C)(=O)=O.CCOS(C)(=O)=O
LUMO energy, eV: 0.42
Kohn-Sham gap, Ha: 0.28773

Last column: Löwdin charge in e.
Cartesian coordinates (Å):
C (3.45523, -2.70128, -2.11154)  -0.06
C (3.45264, -2.13505, -0.87002)  -0.23
C (3.40481, -0.65334, -0.52291)  -0.34
P (2.14076, 0.39340, -1.38287)  0.96
C (0.89682, -0.68217, -2.24490)  -0.40
P (-0.78503, -0.03656, -2.05968)  0.34
O (-1.10475, 0.95910, -3.08464)  -0.29
O (-0.85364, 0.61854, -0.60987)  -0.15
O (-1.79275, -1.27404, -2.13489)  -0.15
C (2.97400, 1.26941, -2.78497)  -0.81
Cl (3.71395, 0.08520, -3.96667)  0.56
C (4.11641, 2.17459, -2.32015)  -0.35
C (3.75091, 3.13752, -1.17086)  -0.13
H (4.26186, -2.63882, -2.83007)  0.04
H (2.59233, -3.30228, -2.39472)  0.06
H (3.53497, -2.80952, -0.01962)  0.09
H (4.36953, -0.13771, -0.61347)  0.08
H (3.15572, -0.60361, 0.53246)  0.06
H (1.11671, -0.76253, -3.30515)  0.05
H (0.91629, -1.65791, -1.76156)  0.05
H (-1.59261, 1.25383, -0.64104)  0.10
H (-2.22773, -1.24200, -3.00419)  0.09
H (2.25073, 1.86227, -3.33350)  0.08
H (4.38873, 2.78402, -3.18086)  0.10
H (5.00246, 1.58975, -2.09651)  0.08
H (4.55788, 3.11169, -0.44358)  0.07
H (3.71198, 4.16937, -1.50793)  0.07
H (2.81368, 2.90379, -0.68284)  0.03
C (-4.72733, -1.10043, -1.62654)  -0.08
C (-5.73336, -1.83607, -2.49246)  -0.25
O (-6.03858, -3.14775, -1.98294)  -0.26
S (-7.02438, -3.24682, -0.73112)  0.57
C (-7.31687, -4.97990, -0.82124)  -0.12
O (-8.22803, -2.53701, -1.04029)  -0.28
O (-6.29094, -2.95618, 0.46160)  -0.28
H (-5.15425, -0.85617, -0.65390)  0.08
H (-4.42080, -0.16939, -2.10620)  0.08
H (-3.85358, -1.71478, -1.44849)  0.06
H (-6.65198, -1.25965, -2.61447)  0.11
H (-5.31937, -1.99503, -3.48741)  0.12
H (-7.83737, -5.20301, -1.74862)  0.07
H (-7.93384, -5.25179, 0.03192)  0.08
H (-6.36289, -5.49797, -0.77369)  0.08
C (4.12452, 7.68427, 1.49619)  -0.07
C (3.79352, 7.38269, 2.94496)  -0.25
O (2.66188, 6.49656, 3.07292)  -0.26
S (2.89621, 4.94774, 2.78854)  0.57
C (1.36974, 4.37252, 3.45231)  -0.12
O (3.97693, 4.48509, 3.60546)  -0.27
O (2.89958, 4.72414, 1.37630)  -0.28
H (4.49081, 6.79706, 0.98041)  0.07
H (4.89514, 8.45318, 1.43876)  0.08
H (3.23748, 8.02744, 0.96385)  0.09
H (4.65558, 6.96853, 3.47064)  0.12
H (3.51427, 8.30148, 3.45776)  0.11
H (1.35119, 4.57782, 4.51882)  0.07
H (1.32164, 3.30127, 3.26957)  0.08
H (0.55473, 4.87773, 2.94132)  0.07
C (9.08694, -4.53119, -2.42068)  -0.07
C (8.73954, -5.98133, -2.14631)  -0.25
O (7.75090, -6.12162, -1.10726)  -0.26
S (6.23142, -5.81509, -1.48321)  0.57
C (5.50718, -6.50347, -0.03327)  -0.12
O (5.86863, -6.60490, -2.61969)  -0.27
O (6.02292, -4.40072, -1.47805)  -0.28
H (8.24407, -3.99907, -2.85985)  0.07
H (9.92610, -4.46971, -3.11390)  0.08
H (9.35053, -4.01830, -1.49581)  0.08
H (8.40283, -6.48757, -3.05250)  0.11
H (9.62039, -6.51069, -1.78781)  0.12
H (5.70008, -7.57232, -0.01772)  0.07
H (4.43797, -6.31002, -0.08511)  0.08
H (5.93624, -6.01485, 0.83736)  0.08
C (4.18540, 8.98252, 8.93299)  -0.07
C (3.08907, 8.40470, 8.05986)  -0.25
O (1.99899, 9.32790, 7.86399)  -0.26
S (2.21280, 10.52020, 6.82809)  0.57
C (0.52800, 11.02040, 6.72133)  -0.12
O (2.62923, 9.96851, 5.57443)  -0.28
O (2.96750, 11.55871, 7.45574)  -0.27
H (4.69509, 9.80595, 8.43440)  0.07
H (4.92473, 8.21582, 9.16527)  0.08
H (3.77042, 9.37082, 9.86295)  0.08
H (3.48010, 8.07870, 7.09443)  0.11
H (2.65272, 7.53277, 8.54339)  0.12
H (-0.05061, 10.21395, 6.27992)  0.07
H (0.49361, 11.90422, 6.08851)  0.08
H (0.17105, 11.25861, 7.71950)  0.08
C (-12.20940, -5.93260, -3.74090)  -0.07
C (-12.18821, -7.18720, -4.59199)  -0.25
O (-10.86817, -7.75849, -4.69575)  -0.26
S (-10.31510, -8.58107, -3.44836)  0.57
C (-8.94018, -9.31636, -4.26708)  -0.12
O (-11.26398, -9.59406, -3.10390)  -0.27
O (-9.83353, -7.66434, -2.46122)  -0.28
H (-11.99685, -6.15929, -2.69695)  0.07
H (-13.18986, -5.45910, -3.79268)  0.08
H (-11.45389, -5.22463, -4.08144)  0.08
H (-12.88930, -7.93429, -4.21651)  0.11
H (-12.48550, -6.94734, -5.61106)  0.12
H (-9.30860, -9.98122, -5.04293)  0.07
H (-8.38152, -9.87579, -3.52022)  0.08
H (-8.32121, -8.52836, -4.68745)  0.07



Energy
In order: -38385.51453; -92414.63606; -145834.41166
Unit: eV